No. 1
{
  "formula": "C12H21Br9O3",
  "method": "ωB97M-V/def2-TZVPD",
  "species": ["C", "C", "O", "C", "H", "H", "H", "H", "H", "H", "C", "C", "O", "C", "H", "H", "H", "H", "H", "H", "C", "C", "O", "C", "H", "H", "H", "H", "H", "H", "C", "Br", "Br", "Br", "H", "C", "Br", "Br", "Br", "H", "C", "Br", "Br", "Br", "H"],
  "positions_angstrom": [[-6.357, -4.495, -10.366], [-5.552, -3.826, -11.441], [-4.674, -4.419, -11.995], [-5.994, -2.461, -11.904], [-6.266, -3.972, -9.403], [-5.948, -5.492, -10.213], [-7.422, -4.520, -10.578], [-5.260, -2.065, -12.603], [-6.029, -1.770, -11.058], [-6.982, -2.558, -12.346], [-12.235, -5.138, -9.630], [-13.627, -5.114, -10.219], [-14.168, -4.064, -10.464], [-14.273, -6.467, -10.535], [-12.048, -6.006, -8.992], [-12.047, -4.202, -9.119], [-11.528, -5.255, -10.464], [-14.877, -6.761, -9.673], [-13.495, -7.230, -10.633], [-14.853, -6.434, -11.444], [-7.652, -7.710, -18.482], [-6.998, -8.332, -17.275], [-5.964, -7.918, -16.831], [-7.804, -9.429, -16.572], [-7.033, -6.938, -18.929], [-8.612, -7.283, -18.178], [-7.848, -8.475, -19.238], [-8.529, -9.911, -17.234], [-8.408, -8.909, -15.815], [-7.201, -10.182, -16.080], [-15.047, -4.947, -13.950], [-15.694, -3.195, -14.264], [-13.156, -4.913, -13.626], [-15.495, -6.116, -15.397], [-15.559, -5.303, -13.075], [-10.026, -6.418, -13.228], [-10.818, -7.589, -11.955], [-10.438, -7.037, -14.984], [-8.160, -6.173, -12.983], [-10.509, -5.460, -13.155], [-7.983, -8.691, -9.909], [-8.440, -7.276, -8.721], [-8.857, -10.289, -9.430], [-6.108, -8.928, -10.025], [-8.335, -8.416, -10.885]],
  "atomic_forces_ev_per_a": [[0.307, 0.024, 1.001], [-1.142, 0.274, -0.152], [1.056, -0.456, -0.418], [0.635, 0.235, 0.449], [0.061, 0.106, -0.224], [-0.235, -0.122, -0.089], [-0.064, -0.052, -0.211], [-0.205, -0.117, -0.207], [-0.299, -0.053, 0.006], [-0.116, 0.175, -0.087], [0.024, -0.301, -0.201], [0.098, -0.322, -0.187], [-0.285, -0.087, -0.021], [0.844, 0.163, 0.571], [-0.138, 0.123, 0.102], [0.101, 0.059, 0.093], [-0.151, 0.175, 0.118], [-0.190, 0.072, -0.149], [-0.100, 0.066, -0.081], [-0.316, 0.066, -0.037], [-0.069, -0.145, -0.248], [-0.743, -0.331, 0.115], [0.628, 0.014, 0.236], [-0.436, 0.427, -0.224], [0.083, 0.055, 0.166], [-0.012, -0.045, -0.071], [-0.110, 0.012, 0.080], [0.202, 0.039, -0.062], [0.216, -0.149, -0.017], [0.282, 0.080, 0.035], [0.021, 0.050, -0.142], [-0.227, 0.576, -0.091], [0.051, -0.062, -0.007], [0.003, -0.241, -0.127], [0.087, -0.153, 0.281], [-0.241, 0.062, -0.367], [-0.021, -0.339, 0.403], [0.000, -0.144, -0.582], [0.391, -0.038, 0.114], [0.012, 0.236, 0.253], [0.054, 0.219, -0.178], [-0.160, 0.473, 0.301], [-0.472, -0.756, 0.182], [0.646, -0.006, -0.084], [-0.069, 0.134, -0.243]],
  "max_force_ev_per_a": 1.22,
  "lumo_energy_ev": -0.39,
  "e_tot_ha": -23861.631463,
  "gap_ev": 9.163,
  "relative_energy_ev": 0.000
}

=====

No. 2
{
  "formula": "C8H10",
  "method": "ωB97M-V/def2-TZVPD",
  "species": ["C", "C", "C", "C", "C", "C", "C", "C", "H", "H", "H", "H", "H", "H", "H", "H", "H", "H"],
  "positions_angstrom": [[-1.220, 1.068, 0.873], [0.304, -0.296, 0.686], [-1.276, -0.278, 0.676], [1.250, -0.136, -0.234], [1.407, 1.345, 0.125], [0.279, 1.161, 1.206], [-2.307, -1.296, 0.346], [1.661, -0.847, -1.510], [-1.906, 1.839, 0.613], [2.314, 1.762, 0.463], [1.048, 1.830, -0.768], [0.523, 1.531, 2.161], [-3.282, -0.837, 0.307], [-2.149, -2.105, 1.094], [-1.968, -1.822, -0.608], [0.788, -1.155, -1.951], [2.365, -1.689, -1.326], [2.168, -0.074, -2.152]],
  "atomic_forces_ev_per_a": [[0.911, -0.539, -0.337], [-8.197, -2.749, 8.215], [2.698, 0.940, -1.212], [6.258, 1.367, -5.645], [-2.465, -0.359, -1.976], [0.120, -0.881, -1.582], [2.167, -0.953, -0.537], [2.591, 2.067, 2.106], [-0.726, 0.598, 0.321], [1.272, 0.162, 0.414], [0.123, 1.263, -0.295], [0.269, -0.071, 1.286], [-0.426, -0.399, -0.047], [-0.825, 0.532, -0.227], [-0.852, 0.840, 0.827], [-2.012, -1.165, -1.490], [-0.479, 0.302, -0.245], [-0.427, -0.955, 0.422]],
  "max_force_ev_per_a": 11.93,
  "lumo_energy_ev": [1.03, -1.11],
  "e_tot_ha": -310.537026,
  "gap_ev": [5.854, 7.789],
  "multiplicity": 3,
  "relative_energy_ev": 3.431
}

=====

No. 3
{
  "formula": "C29H61ClN6O3P",
  "method": "ωB97M-V/def2-TZVPD",
  "species": ["C", "C", "C", "Cl", "C", "N", "C", "N", "N", "C", "P", "N", "C", "C", "C", "C", "C", "O", "H", "H", "H", "H", "H", "H", "H", "H", "H", "H", "H", "H", "H", "H", "H", "H", "H", "H", "H", "H", "H", "H", "H", "H", "H", "C", "C", "C", "C", "C", "C", "N", "O", "C", "C", "C", "H", "H", "H", "H", "H", "H", "H", "H", "H", "H", "H", "H", "H", "H", "H", "H", "H", "H", "C", "C", "C", "C", "C", "C", "N", "O", "C", "C", "C", "H", "H", "H", "H", "H", "H", "H", "H", "H", "H", "H", "H", "H", "H", "H", "H", "H", "H"],
  "positions_angstrom": [[3.197, -6.746, 3.312], [2.067, -6.122, 2.498], [2.471, -5.128, 1.386], [4.258, -4.987, 1.209], [1.925, -3.700, 1.524], [1.784, -3.277, 2.934], [1.449, -1.921, 2.988], [2.054, -1.170, 3.898], [0.530, -1.392, 2.175], [0.313, -1.965, 0.841], [1.454, -0.949, -0.242], [2.212, 0.131, 0.626], [0.607, -3.453, 0.761], [-0.507, -4.406, 1.257], [-1.913, -3.834, 1.466], [-2.124, -3.192, 2.850], [-2.387, -4.209, 3.948], [-1.123, -4.757, 4.355], [3.768, -5.996, 3.851], [2.736, -7.379, 4.069], [3.853, -7.357, 2.704], [1.360, -5.688, 3.196], [1.544, -6.943, 2.009], [2.146, -5.504, 0.422], [2.683, -3.040, 1.102], [1.040, -3.799, 3.405], [2.373, -1.620, 4.737], [2.178, -0.183, 3.747], [0.580, -0.372, 2.134], [-0.688, -1.705, 0.504], [0.691, -0.413, -1.292], [2.353, -1.847, -0.849], [2.009, 1.062, 0.275], [0.794, -3.694, -0.287], [-0.597, -5.197, 0.513], [-0.231, -4.904, 2.177], [-2.589, -4.688, 1.422], [-2.241, -3.170, 0.669], [-1.242, -2.650, 3.179], [-2.996, -2.545, 2.789], [-2.813, -3.681, 4.803], [-3.084, -4.983, 3.633], [-1.259, -5.630, 4.720], [3.279, 5.991, -3.672], [3.355, 4.791, -2.702], [4.593, 3.944, -3.006], [4.466, 3.093, -4.271], [3.187, 2.258, -4.238], [1.934, 3.098, -3.994], [2.113, 3.961, -2.789], [1.932, 3.278, -1.706], [1.611, 3.934, -5.244], [0.733, 2.195, -3.772], [3.476, 5.376, -1.300], [2.254, 6.346, -3.779], [3.869, 6.821, -3.288], [3.671, 5.769, -4.662], [4.788, 3.281, -2.158], [5.456, 4.607, -3.089], [4.489, 3.723, -5.164], [5.329, 2.431, -4.347], [3.069, 1.709, -5.174], [3.278, 1.508, -3.444], [0.795, 4.629, -5.045], [1.297, 3.274, -6.052], [2.455, 4.502, -5.623], [0.907, 1.485, -2.963], [0.521, 1.612, -4.668], [-0.162, 2.771, -3.532], [2.587, 5.951, -1.036], [4.336, 6.043, -1.267], [3.624, 4.607, -0.545], [-3.081, 3.104, 1.394], [-2.749, 2.085, 0.283], [-3.467, 2.463, -1.014], [-4.964, 2.158, -0.997], [-5.221, 0.706, -0.591], [-4.559, 0.329, 0.735], [-3.110, 0.693, 0.712], [-2.413, -0.194, 0.078], [-5.286, 1.019, 1.902], [-4.702, -1.168, 0.983], [-1.249, 2.143, 0.063], [-2.960, 2.663, 2.383], [-2.404, 3.956, 1.334], [-4.088, 3.509, 1.318], [-3.011, 1.918, -1.847], [-3.300, 3.524, -1.208], [-5.490, 2.842, -0.327], [-5.378, 2.333, -1.991], [-6.294, 0.522, -0.513], [-4.847, 0.046, -1.380], [-4.753, 0.861, 2.841], [-6.283, 0.595, 2.009], [-5.422, 2.088, 1.766], [-4.312, -1.761, 0.158], [-5.757, -1.413, 1.093], [-4.186, -1.464, 1.899], [-0.727, 1.805, 0.963], [-0.918, 3.154, -0.162], [-0.951, 1.506, -0.769]],
  "atomic_forces_ev_per_a": [[-0.396, 0.153, 0.353], [0.328, -0.471, -0.278], [0.134, 0.199, 0.384], [0.044, -0.054, -0.029], [-0.425, 0.201, -0.234], [-0.510, 0.065, 0.189], [-0.263, 0.381, 0.137], [-0.532, -0.313, -0.437], [1.268, -0.308, 0.006], [0.131, 0.207, -0.472], [0.778, 1.068, 0.138], [-0.685, -0.159, -0.062], [0.137, -0.456, 0.528], [-0.435, 0.087, -0.563], [0.046, -0.240, 0.512], [-0.283, -0.777, -0.290], [0.315, 0.560, 0.273], [0.110, -0.014, -0.321], [0.192, 0.072, -0.106], [0.032, -0.173, 0.007], [0.158, 0.002, -0.056], [-0.094, 0.165, 0.005], [-0.192, 0.005, -0.027], [-0.052, -0.031, -0.091], [0.114, 0.046, -0.002], [0.102, -0.169, 0.033], [0.615, -0.011, -0.033], [-0.255, 0.198, 0.235], [-0.152, 0.026, 0.026], [-0.195, -0.035, 0.215], [-0.161, -0.398, -0.100], [-0.360, -0.322, -0.089], [0.306, 0.178, 0.066], [0.007, 0.166, -0.149], [0.121, -0.115, -0.044], [0.110, 0.015, 0.141], [-0.154, -0.028, -0.110], [0.173, 0.155, -0.102], [-0.137, 0.463, -0.074], [0.230, 0.232, 0.192], [-0.162, -0.086, 0.092], [-0.004, -0.157, -0.083], [-0.034, -0.213, 0.217], [-0.097, -0.055, -0.143], [0.207, 1.193, -0.333], [0.045, -0.442, -0.088], [-0.075, 0.066, 0.048], [0.389, -0.034, 0.211], [-0.609, 0.256, -1.084], [0.996, -1.336, 0.708], [-0.410, 0.350, 0.006], [0.092, 0.182, 0.017], [-0.233, -0.357, 0.331], [-0.120, -0.186, 0.278], [-0.008, -0.013, 0.007], [0.050, -0.055, 0.095], [-0.055, -0.035, 0.002], [-0.097, 0.014, 0.035], [-0.025, 0.073, 0.034], [-0.032, 0.012, 0.006], [0.013, 0.014, -0.019], [-0.078, 0.024, -0.021], [-0.072, 0.058, 0.064], [-0.005, 0.001, 0.024], [-0.026, -0.093, 0.066], [-0.005, 0.010, 0.051], [0.004, 0.094, 0.052], [0.116, 0.099, -0.131], [0.039, 0.053, 0.035], [-0.008, 0.000, -0.020], [0.025, 0.028, -0.085], [-0.088, -0.029, -0.039], [-0.113, -0.066, 0.090], [0.182, 1.020, 0.699], [-0.302, -0.305, -0.284], [0.049, -0.048, 0.092], [0.174, 0.236, -0.379], [-0.833, -0.021, 0.949], [-0.083, -0.351, -1.775], [0.187, -0.103, 0.635], [0.096, 0.191, 0.034], [0.198, -0.203, -0.198], [0.368, -0.400, -0.095], [-0.004, -0.012, -0.003], [0.060, -0.036, -0.111], [-0.016, -0.061, 0.016], [0.050, -0.060, 0.066], [0.064, 0.018, 0.065], [0.009, -0.016, 0.024], [-0.017, 0.018, 0.005], [-0.006, -0.044, 0.080], [0.083, -0.029, 0.061], [0.020, -0.011, 0.000], [0.014, -0.098, -0.058], [0.050, -0.018, -0.008], [0.072, 0.044, 0.015], [-0.049, 0.075, 0.032], [-0.119, 0.141, -0.107], [0.058, 0.045, -0.019], [-0.136, 0.073, 0.024], [0.046, 0.017, 0.047]],
  "max_force_ev_per_a": 1.81,
  "total_charge": 1,
  "lumo_energy_ev": [-2.54, -2.54],
  "e_tot_ha": -2497.035487,
  "gap_ev": [7.666, 8.692],
  "multiplicity": 3
}